Entry 1:
ORCA calculation (wB97M-V/def2-TZVPD) on a molecular structure, C33H24BrCl5CrN5O4SSe.

ORCA input file:
```
! RIJCOSX wB97M-V def2-TZVPD def2/J DEFGRID3
* xyz -1 5
H -4.47484 4.56310 0.54951
C -1.26833 -1.77400 -2.14671
N -2.01003 3.41400 -2.66009
C -1.81185 4.73955 -2.33351
S 4.05554 -1.47571 -1.92314
H 6.23335 -4.53540 1.16027
O 1.08579 1.45066 -1.64582
N -2.11184 1.25810 3.93952
H -3.40674 3.25454 1.11496
N -3.18702 3.81503 -0.89400
C -2.54383 4.98873 -1.22874
Cl -3.75614 -2.79976 -2.43683
C -2.98212 -0.93826 4.18772
H 1.03769 -2.26995 2.90816
O 4.96203 -1.92344 -2.93433
H -2.65665 5.88573 -0.64731
C 5.08327 -1.46266 1.96487
C -2.71317 0.15559 3.34626
H -0.64045 1.97950 -3.29883
C -3.16921 0.07312 2.01709
C 0.52957 0.64161 0.49012
C -2.32144 -2.05028 -3.01953
Cl 1.43074 -0.04317 -4.42310
H 4.99276 -0.79057 2.81011
C -1.34696 2.68946 -3.72903
C -4.09727 -2.09718 2.42041
H 6.65869 -2.34308 4.01301
C 5.66240 -2.71609 2.14131
C -2.86126 2.83859 -1.77644
Cl -3.55469 -1.96304 -5.43131
H -3.84138 -2.89267 4.39667
H 6.81185 -4.00466 3.42942
H -1.15991 5.37571 -2.90417
Br -5.01874 -3.63708 1.78253
C 6.13735 -3.15196 3.50050
C 0.49932 1.67343 -0.44784
C -0.12214 -1.12402 -2.57854
Se -3.47098 1.11011 -1.81779
N -1.53593 2.19066 3.21494
C -2.24041 -1.67067 -4.35973
H -0.30202 -0.30562 3.62585
Cl -0.94952 -0.53437 -6.47127
Cl -1.42412 -2.24287 -0.49232
H -4.77587 2.87563 0.04900
C -1.09721 -1.03430 -4.82980
C 0.11679 -0.34080 2.63060
H -0.81246 3.40744 -4.34800
C -3.65475 -2.05743 3.73415
H 5.40609 -3.82713 -1.06382
H -4.20315 -1.06441 0.53691
C -0.07154 2.87711 -0.06262
H -2.97938 0.87187 1.31253
C -0.83813 1.94150 2.07680
C 5.31150 -3.17362 -0.20662
C 5.77461 -3.56105 1.03998
H 5.29252 -3.44517 4.12724
C -0.69535 3.00857 1.16806
O 2.69726 -2.10168 -1.99342
N 1.23797 -0.47703 0.10498
C -4.01262 3.61452 0.28208
C -3.86550 -1.03328 1.56478
C -0.10400 0.72756 1.76032
C 1.38384 -1.48578 0.94954
H -0.03082 3.71910 -0.74398
H 1.92483 -2.34818 0.57893
H -2.08740 2.15606 -4.32293
O 3.77953 -0.01945 -1.85927
C 4.61160 -1.06184 0.72539
H 4.15635 -0.09036 0.58915
C 4.72434 -1.92585 -0.35390
Cr 1.61569 -0.33460 -1.85025
C -0.08333 -0.80495 -3.91623
H -2.65121 -0.87726 5.21777
C 0.87297 -1.43896 2.23743
H -1.14452 3.95305 1.45238
*
```

Output
- E_tot (Eh) = -10565.873636
- HOMO-LUMO gap (alpha / beta) (eV) = 5.046 / 6.085
- ΔE to the lowest compared entry with this formula, charge and spin (kJ/mol) = 0.0

***

Entry 2:
ORCA calculation (wB97M-V/def2-TZVPD) on a molecular structure, C33H24N7O6RuTe.

ORCA input file:
```
! RIJCOSX wB97M-V def2-TZVPD def2/J DEFGRID3
* xyz 2 2
H 2.59676 -1.05277 -5.22992
N -0.75930 2.12353 -1.84198
C -0.49762 -3.09482 -0.82356
Te 1.39466 -2.30997 -0.32664
C -5.38018 0.98374 -1.13965
C 3.35555 -3.46545 -2.30384
C 2.83070 1.86600 -1.39477
C -4.01870 0.81146 -0.92444
H -2.78586 3.30085 -2.85623
H -6.85181 2.14551 -2.14993
C 3.87235 0.34660 0.00018
C -2.44022 -3.17140 -2.22565
C 0.07484 2.92326 5.28833
O 0.89026 1.68668 1.35785
H 3.56848 -4.14907 -1.49139
C -2.29394 -4.59111 -0.28374
C -1.67057 1.40138 -1.26786
C 5.12387 0.85323 -0.32932
C 0.25694 1.23932 3.62344
O 0.46507 5.13590 4.80144
C -1.03612 -4.07064 0.00528
C -4.86451 2.83797 -2.59751
C 2.39450 -2.46904 -2.16690
N 2.74845 0.83243 -0.51614
H -6.09931 0.33365 -0.65634
O 0.43248 -0.36472 1.82672
C 5.20980 1.90098 -1.22290
H -2.71534 -5.35719 0.35346
H -2.97733 -2.83758 -3.10434
N 0.51015 1.74284 -1.47624
H 0.58244 3.35028 3.26164
H -0.45761 2.28353 7.27395
N -1.32420 0.35665 -0.39109
O -0.95745 0.02063 7.96912
C -0.25394 1.99094 6.25363
C -3.51722 2.66110 -2.38283
N -3.55017 -0.20380 -0.08155
C -5.79436 1.99879 -1.97562
C 1.55368 2.34514 -1.91700
C -0.06344 0.26740 4.56561
H 4.29645 -2.82637 -5.49157
C 0.33151 2.58192 3.97813
C 4.03997 -3.58878 -3.50618
C -2.99143 -4.14473 -1.39674
N -0.66911 -0.36485 6.86235
H 4.06002 3.23939 -2.46928
H -5.20752 3.62907 -3.24958
H -0.48952 -4.43214 0.86779
H 6.17021 2.31527 -1.49777
H 1.46585 3.15994 -2.62772
O -0.11234 4.62648 6.82002
H -1.97734 -1.18336 0.81886
C 4.03830 2.41783 -1.76582
Ru 0.72953 0.32439 -0.15709
N 0.15124 4.35361 5.67348
C -2.26750 -0.38261 0.14997
H 1.38150 -0.80715 -3.10045
H -4.21635 -0.81992 0.36282
H 3.77381 -0.46519 0.70841
C -3.07559 1.63757 -1.53520
H 6.00716 0.42239 0.12071
C 2.80871 -1.72542 -4.40915
H -0.76505 -1.88746 -2.59232
C -0.31492 0.66852 5.85885
C 3.76481 -2.72342 -4.55505
H 4.78368 -4.36567 -3.62132
H -0.11364 -0.77981 4.30533
C 0.52076 0.83346 2.23983
C 2.12254 -1.59207 -3.21183
O -0.64428 -1.51862 6.48600
H -3.96014 -4.56657 -1.63052
C -1.19306 -2.63790 -1.93825
*
```

Output
- E_tot (Eh) = -2468.922212
- HOMO-LUMO gap (alpha / beta) (eV) = 7.305 / 6.683
- ΔE to the lowest compared entry with this formula, charge and spin (kJ/mol) = 0.0